Density functional theory data (ωB97M-V with the def2-TZVPD basis set) for a structure of composition C41H63MnN3O2P3S2Te.

Geometry as XYZ:
```
116
Properties=species:S:1:pos:R:3:forces:R:3
Mn 16.0201 11.3306 14.9829 -0.8 0.5 -0.2
C 19.9069 10.1945 14.4025 0.6 0.9 0.3
C 19.5355 11.6237 14.0406 -0.5 0.9 -0.8
C 19.7958 12.5075 15.2403 -0.3 1.2 0.6
P 17.7665 11.9224 13.4554 0.3 -0.6 -0.3
C 17.8837 11.4368 11.6486 -0.8 -1.1 -0.6
C 18.2847 9.9339 11.4809 -0.2 0.3 0.4
C 16.5511 11.6216 10.8317 0.3 0.0 2.7
C 17.6353 13.7195 13.5816 -0.5 -0.3 0.4
C 18.5090 14.5742 12.9532 0.3 0.9 0.1
C 18.4681 15.9553 13.1585 0.2 0.9 0.5
C 17.5941 16.4610 14.1444 0.1 -1.8 -0.2
C 16.7508 15.5776 14.8298 -1.0 0.1 -0.2
C 16.6717 14.2187 14.4957 0.1 -0.2 -0.9
N 15.6991 13.3516 14.9792 -0.6 -0.3 0.3
C 14.4486 13.8770 15.4571 1.1 -1.5 0.2
C 13.8680 15.0746 15.0657 -1.1 -0.6 0.3
C 12.6325 15.4599 15.5972 1.4 0.0 -0.7
C 11.9448 14.6997 16.5015 0.7 -0.3 0.5
C 12.5211 13.5183 16.9145 1.0 -1.4 0.4
C 13.7663 13.0682 16.4049 -0.8 0.6 0.1
P 14.7132 11.5988 16.9568 -0.1 0.6 0.1
C 15.7893 12.2102 18.3776 -1.2 -0.9 0.1
C 16.1832 13.6409 18.1090 1.5 -1.1 0.6
C 17.0058 11.3114 18.4883 0.1 0.5 2.0
C 13.4494 10.4799 17.6417 -1.3 -0.2 -0.1
C 12.7349 9.8183 16.4355 2.3 -0.6 -0.1
C 13.9421 9.3875 18.5842 0.8 -1.1 -1.2
H 20.9402 10.1910 14.7758 -0.1 -0.1 -0.3
H 19.8154 9.5265 13.5814 -0.1 -0.7 -0.4
H 19.3135 9.8772 15.2400 -0.4 -0.3 0.2
H 20.0666 12.0132 13.1575 0.4 -0.4 0.3
H 18.9896 12.3291 15.9672 0.3 -0.1 0.2
H 19.7679 13.6180 15.0853 0.1 -1.1 -0.2
H 20.7526 12.2538 15.6957 0.0 0.0 0.1
H 18.6873 12.0013 11.1912 0.1 0.5 0.0
H 17.7711 9.2966 12.1913 -0.4 -0.1 0.3
H 19.3362 9.7620 11.6915 0.2 0.1 -0.4
H 18.0020 9.5357 10.4935 0.3 0.4 0.2
H 15.8458 10.8209 11.1957 0.4 1.1 -0.5
H 16.7475 11.5022 9.8073 0.3 -0.4 -1.4
H 16.1543 12.6347 10.9712 -0.3 -0.4 0.1
H 19.3121 14.1323 12.3996 0.3 0.0 -0.7
H 19.1496 16.6818 12.6577 -0.5 -1.0 0.3
H 17.6146 17.4879 14.4163 -0.1 0.7 0.0
H 15.9287 15.8673 15.5059 1.2 0.5 -0.1
H 14.3167 15.6655 14.3055 0.3 0.4 -0.4
H 12.3088 16.4162 15.2898 -0.7 0.9 -0.2
H 11.0924 15.0594 17.0213 -0.8 0.3 0.1
H 12.0236 12.9431 17.7087 0.2 0.2 -0.5
H 15.1737 12.0844 19.3113 0.4 0.3 -0.8
H 16.8013 13.6054 17.2078 0.0 0.6 0.1
H 16.7492 14.0450 18.9572 0.0 0.0 -0.2
H 15.3163 14.1972 17.9573 -1.2 1.3 -0.3
H 17.6854 11.4548 17.6681 0.1 -0.4 -0.8
H 16.7189 10.2658 18.7062 0.5 0.5 -0.3
H 17.5880 11.7298 19.3479 -0.3 -0.7 -0.3
H 12.7033 11.1031 18.1918 0.6 -0.3 -0.3
H 13.4721 9.0284 16.0614 -1.3 0.7 0.3
H 12.5539 10.4818 15.6213 0.0 0.8 -0.7
H 11.7836 9.4184 16.6756 -0.8 -0.8 0.5
H 14.5201 8.5814 18.0116 -0.6 1.1 0.6
H 13.0882 8.8615 19.0142 0.1 0.2 0.2
H 14.6078 9.7813 19.3322 0.0 0.0 0.6
Te 12.7127 10.2085 11.0198 0.4 -1.4 1.0
C 13.3847 11.2856 9.4079 -0.2 1.0 -1.4
C 13.3585 10.6387 8.1501 -0.5 -0.2 0.7
C 13.5612 11.4175 7.0240 0.4 0.7 -1.3
C 13.8440 12.8222 7.1350 0.5 -1.8 0.8
C 13.9970 13.4110 8.3985 -0.5 -0.6 -0.8
C 13.6696 12.6512 9.5070 0.0 -0.9 0.6
H 13.0978 9.5534 8.0865 0.4 1.0 -0.1
H 13.5499 10.9333 5.9973 -0.1 0.8 1.4
H 14.0787 13.3605 6.2387 -0.1 0.3 -0.3
H 14.3312 14.4319 8.5274 -0.2 0.0 -0.2
H 13.6509 13.0708 10.5011 0.1 0.3 0.2
C 9.5916 12.1798 15.0016 -0.4 -0.7 -0.3
C 9.0698 12.7604 13.6976 0.2 0.8 -0.4
C 10.2156 13.6333 13.0727 0.0 -1.6 0.7
O 8.6046 11.7264 12.7945 0.2 -0.4 -0.7
P 9.3987 10.3299 12.5932 0.3 -0.5 1.3
S 10.4240 10.6255 10.6680 -1.0 0.6 -0.6
S 13.4207 11.2381 12.9282 -0.1 0.4 -0.1
O 8.1910 9.3960 12.0848 -0.1 0.3 -1.1
C 7.3751 8.4749 12.8378 0.3 -0.1 1.3
C 8.0335 7.1195 13.0054 0.3 0.4 -0.5
C 7.0173 9.0489 14.1739 1.4 0.3 2.3
H 9.8112 13.0546 15.5868 0.4 0.1 0.7
H 10.5098 11.5891 14.7782 -0.5 0.6 0.4
H 8.8760 11.5142 15.5370 0.3 0.6 -0.4
H 8.1377 13.3586 13.7949 0.7 -0.2 0.4
H 11.1194 12.9809 13.0426 -0.4 0.6 0.0
H 10.4433 14.5353 13.6447 -0.2 -0.2 0.2
H 9.9854 13.9188 12.0751 -0.3 0.2 -0.9
H 6.4504 8.3280 12.3006 -0.1 0.2 -0.6
H 9.0263 7.1954 13.4621 0.1 0.2 -0.4
H 8.0852 6.7015 11.9774 0.1 -0.5 1.0
H 7.4630 6.5803 13.7676 -0.2 -0.4 -0.7
H 7.9457 9.1696 14.8561 -1.0 0.3 -1.3
H 6.4488 8.3936 14.8366 -0.4 -0.3 -0.6
H 6.4763 9.9790 14.1033 0.0 0.4 0.0
C 14.9373 6.5713 12.4398 0.9 -1.6 -0.6
C 15.4932 7.2971 13.5941 -0.4 0.4 -0.2
C 16.2815 6.9595 14.6690 0.5 1.2 0.7
C 16.5245 8.2093 15.3101 0.7 -0.4 1.7
N 15.8802 9.1977 14.7172 0.5 -0.1 0.3
N 15.2349 8.6144 13.6925 0.7 0.6 0.3
C 17.3997 8.4171 16.5720 -0.2 -1.1 -1.5
H 15.5873 6.6358 11.5286 -0.3 0.1 0.9
H 13.9881 7.0030 12.1378 -0.4 -0.4 0.2
H 14.9277 5.4821 12.7277 -0.6 1.1 -0.6
H 16.6927 6.0402 15.0708 -0.2 0.0 -0.6
H 14.6486 9.2651 13.1963 -0.5 -0.1 -0.7
H 18.2080 7.6408 16.4667 -0.6 0.9 0.5
H 16.8352 8.2311 17.5002 0.2 0.2 -0.4
H 17.8279 9.4223 16.5529 0.0 -0.3 0.3
```
Forces are in eV/Å.

Values from the calculation:
2S+1: 4
Energy relative to the best compared isomer or geometry (same formula, charge and spin) (kJ/mol): 375.5
HOMO level (spin up / spin down) (eV): -9.232 / -9.315
Gap between HOMO and LUMO (spin up / spin down) (eV): 6.666 / 6.720
Charge: +1

These are the Löwdin partial charges, in e, on atoms 1 to 2: 0.447 -0.088


Density functional theory data (ωB97M-V with the def2-TZVPD basis set) for a structure of composition C23H21Cl3MgN3O2Si.

Geometry as XYZ:
```
54
Properties=species:S:1:pos:R:3:forces:R:3
Mg -0.2722 0.0051 -0.2170 0.5 0.1 0.2
C 1.0125 -2.2459 2.3362 -0.1 0.0 -0.1
C -0.3359 -2.8706 2.1126 0.0 0.1 -0.2
C -0.9859 -3.5151 3.1535 0.0 0.0 0.0
C -2.2053 -4.1363 2.9512 0.0 0.0 0.0
C -2.7663 -4.1301 1.6871 0.0 -0.1 0.1
C -2.1450 -3.4965 0.6217 0.2 -0.1 0.0
C -2.7872 -3.5102 -0.7315 0.1 0.0 0.0
C -0.9207 -2.8442 0.8366 -0.3 -0.6 0.4
N -0.2915 -2.1118 -0.1751 -0.2 0.8 0.3
C 0.1306 -2.7213 -1.2722 0.1 -0.6 0.0
O 0.0989 -3.9248 -1.5469 0.2 0.0 -0.2
C 0.7591 -1.7529 -2.2380 0.2 -0.5 -0.7
C 1.3830 -2.1234 -3.4262 -0.1 -0.1 0.3
C 1.9204 -1.1288 -4.2289 -0.1 0.0 0.1
C 1.8521 0.1900 -3.8123 -0.2 0.2 0.2
C 1.2409 0.4646 -2.5943 0.5 0.2 -0.9
N 0.7042 -0.4905 -1.8649 0.3 -0.1 -0.8
C 1.2357 1.8312 -1.9729 0.1 0.5 -0.2
O 1.7634 2.7736 -2.5709 0.1 -0.1 -0.2
N 0.6782 1.8296 -0.7727 -0.4 -0.5 0.4
C 0.8327 2.9876 0.0076 0.1 0.6 0.2
C -0.1681 3.9590 0.0956 0.0 -0.1 0.0
C -1.3729 3.9264 -0.7955 0.0 0.0 0.0
C -0.0086 5.0253 0.9719 0.1 0.1 0.1
C 1.1431 5.1681 1.7229 -0.1 0.1 0.0
C 2.1652 4.2465 1.5730 0.1 0.0 0.1
C 2.0281 3.1625 0.7232 -0.1 -0.1 -0.1
C 3.1633 2.2073 0.5016 -0.1 0.0 0.0
H 1.1993 -2.0967 3.3982 0.0 0.0 0.0
H 1.0801 -1.2811 1.8246 0.2 -0.1 0.2
H 1.7956 -2.8934 1.9371 0.1 0.1 -0.1
H -0.5148 -3.5425 4.1290 0.0 0.1 0.1
H -2.7151 -4.6157 3.7766 0.0 -0.1 0.0
H -3.7129 -4.6253 1.5192 -0.1 0.0 0.0
H -3.7739 -3.9652 -0.6744 -0.1 0.1 0.0
H -2.1691 -4.0835 -1.4220 0.0 0.0 -0.1
H -2.8801 -2.4996 -1.1342 0.0 0.1 0.0
H 1.4433 -3.1672 -3.6855 -0.1 -0.1 0.0
H 2.3996 -1.3783 -5.1659 0.0 0.0 0.0
H 2.2489 1.0094 -4.3885 0.1 0.1 0.0
H -1.5081 2.9461 -1.2444 -0.1 0.0 -0.1
H -1.2356 4.6517 -1.5981 0.0 0.0 -0.1
H -2.2745 4.1841 -0.2444 0.0 0.0 0.0
H -0.7987 5.7627 1.0511 0.0 0.0 0.0
H 1.2519 5.9996 2.4100 0.0 0.0 0.0
H 3.0870 4.3797 2.1252 0.1 -0.1 0.0
H 3.9815 2.3983 1.1937 0.0 0.0 0.1
H 3.5324 2.3341 -0.5167 0.1 -0.1 -0.1
H 2.8304 1.1708 0.6058 0.1 0.0 0.0
Cl -3.8009 -0.8901 1.4743 -0.3 -0.2 0.0
Si -2.6616 0.5285 0.4662 -0.7 0.2 0.4
Cl -0.9740 0.6629 1.9595 0.1 0.1 0.5
Cl -3.6822 2.2364 1.1280 -0.2 0.3 -0.1
```
Forces are in eV/Å.

Values from the calculation:
Energy relative to the best compared isomer or geometry (same formula, charge and spin) (kJ/mol): 42.1
HOMO level (eV): -5.453
Gap between HOMO and LUMO (eV): 8.079
Charge: -1

These are the Löwdin partial charges, in e, on atoms 1 to 2: 0.291 -0.055


Density functional theory data (ωB97M-V with the def2-TZVPD basis set) for a structure of composition C42H87NO18S9.

Geometry as XYZ:
```
157
Properties=species:S:1:pos:R:3:forces:R:3
C -1.6625 -3.1749 0.0747 0.4 0.3 1.8
C -2.9903 -3.3033 -0.6230 0.5 -1.2 1.8
N -3.5437 -4.6322 -0.4024 -2.5 2.4 0.1
C -4.9830 -4.5609 -0.8283 -0.7 -2.5 2.2
C -5.7065 -5.5385 0.1324 0.7 -1.5 -0.4
C -2.8046 -5.6262 -1.1090 -2.3 0.0 -1.3
C -1.9859 -6.5138 -0.2794 1.7 -1.3 1.0
H -0.7636 -3.2922 -0.5306 -0.6 -0.5 0.2
H -1.5558 -3.6684 1.0407 -0.4 -0.8 -0.1
H -1.6706 -2.1202 0.3497 0.6 -1.2 0.7
H -3.6612 -2.6365 -0.0813 -0.2 0.4 -0.6
H -2.8254 -3.0474 -1.6696 -0.9 -0.3 0.2
H -5.6125 -3.7401 -0.4848 1.2 1.3 -1.0
H -5.1626 -4.9155 -1.8432 0.1 0.6 -0.4
H -6.7330 -5.7999 -0.1247 -0.2 0.6 0.1
H -5.2103 -6.5084 0.0983 0.2 -0.2 0.1
H -5.5677 -5.1796 1.1522 -0.4 0.0 0.0
H -2.4507 -5.0419 -1.9584 1.3 -0.8 -0.5
H -3.5591 -6.3092 -1.4992 -0.1 0.0 -0.6
H -1.2351 -7.0659 -0.8448 0.5 0.5 -0.2
H -2.5405 -7.3762 0.0903 -0.6 0.3 0.3
H -1.5459 -6.0375 0.5968 0.2 0.1 -0.2
C 0.8672 3.4174 -2.7607 3.7 -0.7 -1.8
C -0.2880 2.3718 -2.9620 2.0 2.4 -4.4
C 0.3109 1.1817 -3.6183 1.3 -0.7 -1.7
S 1.6791 1.9292 -4.6787 -1.1 3.1 -2.3
O 1.2250 2.0489 -6.0853 0.6 -1.3 1.9
O 2.9715 1.3374 -4.3866 -2.5 4.9 -1.5
C 1.5822 3.6975 -4.0913 -1.7 -1.8 1.2
H 1.5525 3.0761 -1.9849 0.5 -0.9 -0.1
H 0.4844 4.3037 -2.2547 3.4 0.3 -1.9
H -1.1815 2.6487 -3.5214 0.5 0.7 -0.9
H -0.7719 2.1666 -2.0071 1.9 3.6 -3.8
H -0.2549 0.6219 -4.3631 -0.4 0.5 -0.3
H 0.6338 0.3739 -2.9615 0.9 0.4 0.2
H 0.7863 4.1045 -4.7149 0.4 0.1 -0.4
H 2.4366 4.3719 -4.0333 0.4 -0.8 -0.3
C 1.8928 -0.0202 4.0782 -2.0 -5.5 3.4
C 1.4076 -1.4867 4.0787 1.7 -0.5 -0.1
C 0.2152 -1.6389 4.9535 -0.5 0.0 0.4
S 0.5564 -0.5675 6.3659 -2.2 0.9 -0.1
O 1.3463 -1.1812 7.3967 -0.2 -0.4 0.2
O -0.7287 0.1169 6.6637 1.9 -1.0 0.1
C 1.5813 0.5336 5.4704 -0.3 1.6 -0.1
H 1.2462 0.5472 3.4088 -0.8 -3.7 1.8
H 2.9520 0.0766 3.8397 -0.4 -1.0 0.1
H 2.2441 -2.0827 4.4438 -0.1 -0.5 0.1
H 1.2003 -1.8329 3.0662 0.2 0.0 0.2
H -0.0405 -2.6631 5.2251 0.2 0.1 0.3
H -0.6688 -1.1897 4.5010 -0.1 0.0 0.1
H 2.2847 1.0403 6.1311 0.9 -1.0 0.0
H 0.9815 1.4294 5.3098 0.1 -1.6 0.2
C 3.5677 4.1285 0.6960 0.4 -0.9 2.6
C 4.6193 2.9952 0.7899 -0.6 -0.4 -0.4
C 4.5930 2.3335 2.2461 -1.7 0.8 -1.0
S 2.8804 2.7711 2.9653 2.2 1.7 -3.8
O 2.9802 3.6730 4.0956 4.5 0.6 -1.1
O 2.1085 1.5478 3.1065 5.3 8.9 -3.0
C 2.2733 3.6447 1.4452 1.7 0.0 -1.1
H 3.4326 4.4910 -0.3230 -0.1 0.2 0.3
H 3.9522 4.8321 1.4343 0.0 1.1 -0.8
H 5.5905 3.2841 0.3881 0.3 0.5 1.0
H 4.3418 2.3433 -0.0383 -0.3 -0.8 0.9
H 5.2627 2.7107 3.0190 0.3 0.0 -0.4
H 4.5445 1.2461 2.1888 0.3 0.0 0.1
H 1.6054 4.4920 1.6007 0.1 -0.3 0.5
H 1.8288 2.8139 0.8972 -0.2 0.4 -0.1
C -4.4154 3.2415 -0.6205 1.0 2.9 2.1
C -3.5209 2.4752 0.4672 1.0 1.9 -0.1
C -1.9920 2.9859 0.2911 -0.7 1.2 -2.4
S -1.8842 4.3417 -1.0913 -6.8 -0.7 3.9
O -0.7648 4.0165 -1.9593 -8.1 5.6 5.1
O -2.2991 5.6420 -0.4488 1.9 -2.2 -1.9
C -3.4682 3.5433 -1.8296 0.4 1.8 1.0
H -4.7439 4.1653 -0.1443 0.9 0.9 0.1
H -5.4143 2.8653 -0.8411 0.6 0.0 0.0
H -3.5218 1.3917 0.3490 -0.2 0.6 -0.2
H -3.7550 2.6272 1.5208 -0.6 0.5 -0.1
H -1.5220 2.1841 -0.2783 0.1 1.4 0.8
H -1.3667 3.3425 1.1096 -0.4 -0.1 -0.3
H -3.1954 2.6316 -2.3610 1.0 1.9 0.5
H -3.8508 4.2396 -2.5759 -0.1 0.1 0.1
C 3.6185 -4.1646 -1.5970 1.5 1.6 0.2
C 2.9282 -5.4414 -1.2974 0.0 -1.2 1.6
C 1.6087 -5.0294 -0.6248 -1.2 -0.5 -0.7
S 1.8445 -3.4410 0.2276 0.7 -0.1 -0.3
O 1.7831 -3.5537 1.6921 -0.2 0.1 -2.1
O 1.0658 -2.3571 -0.4361 2.2 -10.2 -2.1
C 3.4905 -3.1887 -0.3953 0.1 -1.3 0.7
H 3.2436 -3.7664 -2.5399 -0.3 0.1 0.1
H 4.6938 -4.2465 -1.7556 0.1 -0.4 -0.1
H 3.4185 -6.1023 -0.5826 0.7 0.4 0.3
H 2.9464 -6.0881 -2.1746 -1.1 0.2 -0.2
H 1.1141 -5.6908 0.0867 0.4 -0.3 0.0
H 0.8768 -4.8677 -1.4162 -0.2 0.4 0.1
H 4.1337 -3.5625 0.4013 0.2 -0.1 0.1
H 3.7265 -2.1311 -0.5132 -0.2 -0.7 0.1
C -1.5256 2.9219 3.4748 0.3 1.6 -0.6
C -0.0166 2.6854 3.1513 -1.1 -0.4 1.5
C 0.7178 3.1165 4.4011 -3.4 0.6 2.4
S 0.0971 4.7125 4.6949 -0.3 0.9 2.5
O 0.7129 5.5431 3.6687 -0.5 0.2 0.4
O 0.1463 5.1009 6.1449 0.1 -0.6 -3.2
C -1.5880 4.2503 4.2989 -0.4 -0.5 -0.2
H -2.0886 2.1803 4.0415 0.7 -0.5 0.0
H -2.0349 3.0187 2.5159 -0.3 0.1 0.8
H 0.3366 3.3032 2.3257 -0.7 -0.5 -0.1
H 0.1533 1.6150 3.0351 -0.2 2.0 -0.3
H 1.7785 3.2851 4.5875 -2.0 -0.8 0.5
H 0.3152 2.5114 5.2134 -0.7 1.1 0.1
H -2.1283 5.0567 3.8030 0.0 0.0 0.3
H -1.9631 3.9933 5.2896 -0.4 0.5 -0.1
C -0.4166 -0.0357 1.9643 1.2 -0.6 -0.1
C 1.0165 0.3184 1.3126 -1.4 0.9 -2.8
C 0.9398 -0.3605 -0.0549 -4.4 3.1 1.2
S -0.8032 -0.0694 -0.6996 5.0 -5.2 6.1
O -1.2979 -1.4019 -1.2299 6.0 2.8 1.6
O -0.8590 1.1902 -1.4273 1.1 -4.9 8.1
C -1.5696 0.1763 0.9534 1.7 -0.6 -0.4
H -0.6221 0.4794 2.9027 -0.5 -0.3 -0.6
H -0.3197 -1.0518 2.3466 -0.4 -0.3 -0.8
H 1.9564 0.0598 1.8003 -0.7 -0.8 -0.1
H 1.1758 1.3760 1.1021 -0.8 -0.2 0.5
H 0.8329 -1.4151 0.1992 -1.4 3.3 1.7
H 1.6307 -0.3321 -0.8974 -1.9 0.0 1.3
H -2.3209 -0.6124 0.9908 -0.4 0.6 0.4
H -1.8766 1.2208 0.8994 -0.1 -1.3 0.9
C -2.3889 -1.3412 -3.2326 -1.5 -0.4 -1.1
C -3.7773 -1.5447 -3.8843 -1.0 1.1 -1.0
C -4.8569 -0.6427 -3.2425 0.7 0.9 1.5
S -3.9213 0.8576 -2.6951 -0.9 -3.5 -1.9
O -4.4571 1.4066 -1.4502 -0.2 -5.1 -3.2
O -3.8622 1.6549 -3.9262 0.0 -0.1 0.8
C -2.3752 -0.0592 -2.4034 -4.5 0.4 -3.7
H -1.6370 -1.3348 -4.0217 0.1 0.3 0.0
H -2.1524 -2.2099 -2.6181 -0.2 0.8 -1.0
H -4.1421 -2.5715 -3.9115 0.3 -0.1 0.1
H -3.6959 -1.1951 -4.9135 -0.1 -0.2 -0.2
H -5.3064 -1.0692 -2.3457 0.1 -0.1 0.1
H -5.6648 -0.1494 -3.7829 0.1 -0.6 -0.7
H -2.4318 -0.3614 -1.3576 -3.1 1.2 -1.4
H -1.5144 0.5978 -2.5282 -2.2 -1.3 -2.1
C 4.7373 0.2756 -3.6642 0.4 -2.5 -1.7
C 3.4962 -0.6796 -3.8138 0.2 -1.0 -0.3
C 3.0052 -1.0970 -2.4510 0.7 -0.4 -0.3
S 3.7023 0.1680 -1.2609 -0.5 1.9 -1.7
O 4.6965 -0.4768 -0.4283 -0.3 0.2 0.6
O 2.6166 1.0151 -0.7083 4.0 0.5 -0.8
C 4.6167 1.1925 -2.4704 0.0 -0.8 -0.3
H 4.7434 0.6309 -4.6947 0.6 1.1 0.6
H 5.5786 -0.4132 -3.7409 0.6 0.1 1.2
H 3.8571 -1.4978 -4.4369 0.0 -0.6 0.5
H 2.7052 -0.1980 -4.3887 0.7 -1.8 0.5
H 3.4674 -2.0799 -2.3594 -0.1 0.8 0.9
H 1.9310 -1.2181 -2.3109 0.2 0.2 -0.2
H 5.5396 1.4352 -1.9437 0.0 0.0 -0.2
H 4.0203 2.0565 -2.7634 0.2 -0.1 0.6
```
Forces are in eV/Å.

Values from the calculation:
Energy relative to the best compared isomer or geometry (same formula, charge and spin) (kJ/mol): 3283.3
HOMO level (eV): -8.681
Gap between HOMO and LUMO (eV): 8.459

These are the Löwdin partial charges, in e, on atoms 1 to 2: -0.098 -0.228


Density functional theory data (ωB97M-V with the def2-TZVPD basis set) for a cluster of 2 separate species, C3H9NO2 in total.

Geometry as XYZ:
```
15
Properties=species:S:1:pos:R:3:forces:R:3
C -0.9580 0.2449 2.7024 2.1 0.0 0.5
C -0.3217 1.3016 1.8112 -2.6 -1.9 -4.0
O -0.5798 1.0823 0.5732 1.7 2.5 4.9
H -1.8907 -0.1042 2.3259 -0.7 0.0 -0.6
H -1.0819 0.4933 3.7753 0.5 -0.2 -0.6
H -0.2166 -0.5920 2.4792 -0.9 0.6 1.0
H 0.3061 2.1249 2.2654 -0.4 -0.6 -0.9
N 1.1113 -0.7984 -0.5965 1.7 -3.2 2.4
C 0.0884 -0.5569 -1.4923 0.1 2.5 -0.8
O 0.3846 -0.8664 -2.8266 0.7 -1.1 -2.4
H 1.3055 -1.8168 -0.4146 -0.5 1.5 -0.3
H 2.0077 -0.3385 -0.5729 -0.4 0.6 -0.6
H -0.8002 -1.2082 -1.2042 0.7 1.5 -0.2
H 0.0356 0.6303 -1.5567 -1.1 -2.6 0.6
H 1.2645 -1.2647 -3.0230 -1.0 0.5 0.9
```
Forces are in eV/Å.

Values from the calculation:
Energy relative to the best compared isomer or geometry (same formula, charge and spin) (kJ/mol): 298.3
HOMO level (eV): -9.217
Gap between HOMO and LUMO (eV): 10.125
SMILES: CC=O.NCO

These are the Löwdin partial charges, in e, on atoms 1 to 2: -0.073 -0.219


Looking at maximum force for the records above, in order, we have 2.76; 1.01; 11.12; 5.74 eV/A.
Looking at DFT total energy for the records above, in order, we have -140250.69501; -83657.88183; -180784.41165; -8839.86400 eV.
Looking at M for the records above, in order, we have 969.57; 530.19; 1182.75; 91.11 g/mol.